{"formula": "C11H24BrN3NbOTl", "method": "ωB97M-V/def2-TZVPD", "symbols": ["N", "C", "O", "Tl", "Nb", "N", "N", "C", "C", "C", "C", "C", "C", "C", "C", "H", "H", "H", "H", "H", "H", "H", "H", "H", "H", "H", "H", "H", "H", "H", "H", "H", "H", "C", "H", "H", "H", "C", "H", "H", "H", "Br"], "xyz": [[-1.811, -0.516, -0.066], [-2.907, -0.808, 0.354], [-3.949, -1.124, 0.815], [-1.890, 1.838, 1.592], [0.218, -0.020, 0.018], [0.215, 1.686, -0.973], [0.836, -1.493, -1.120], [-0.378, 2.480, -2.034], [0.213, -2.478, -2.001], [-0.046, 3.963, -1.851], [0.214, 2.020, -3.363], [-1.878, 2.273, -1.986], [-0.451, -3.525, -1.126], [1.250, -3.139, -2.892], [-0.815, -1.781, -2.865], [-0.354, 4.335, -0.869], [-0.601, 4.505, -2.629], [1.017, 4.164, -2.006], [1.299, 2.152, -3.372], [-0.223, 2.646, -4.152], [-0.013, 0.967, -3.570], [-2.177, 1.217, -2.048], [-2.287, 2.801, -2.859], [-2.325, 2.716, -1.086], [0.282, -3.986, -0.459], [-0.886, -4.293, -1.778], [-1.249, -3.078, -0.525], [1.939, -3.760, -2.318], [1.804, -2.389, -3.456], [0.722, -3.790, -3.599], [-1.316, -2.539, -3.486], [-0.332, -1.037, -3.513], [-1.592, -1.289, -2.272], [1.665, 2.004, -0.647], [2.081, 1.259, 0.078], [2.290, 2.005, -1.557], [1.698, 2.989, -0.149], [2.216, -1.789, -0.612], [2.481, -1.078, 0.187], [2.275, -2.805, -0.191], [2.948, -1.685, -1.430], [0.262, -0.006, 2.514]], "mulliken_charge": [-0.375, 0.671, -0.414, 0.822, 0.452, 0.367, 0.252, 1.056, 1.063, -1.765, -1.237, -1.299, -1.411, -1.764, -1.279, 0.379, 0.462, 0.444, 0.411, 0.481, 0.124, 0.166, 0.512, 0.238, 0.349, 0.444, 0.261, 0.442, 0.425, 0.437, 0.547, 0.166, 0.198, -0.824, 0.375, 0.382, 0.441, -0.922, 0.406, 0.394, 0.361, -0.237], "total_charge": 2, "fmax_ha_per_bohr": 0.07756, "total_energy_ha": -3475.984891, "homo_energy_ev": [-16.1, -16.1], "gap_ev": [6.82, 6.82]}